Model P:
Formula: C7H14
Source: the OMol25 dataset
Level of theory: ωB97M-V/def2-TZVPD

Properties
Gap between HOMO and LUMO: 10.5598 eV
HOMO: -9.493 eV
E_LUMO: 1.07 eV
SMILES string: C[C@@H]1[C@H](C)C1(C)C
Net charge: 0

Each line ends with the natural charge from an NBO analysis.
Geometry (Å):
1 C 1.13 -1.75 -0.39  -0.616
2 C 1.07 -0.24 -0.32  -0.223
3 C 0.45 0.42 0.90  -0.217
4 C -0.22 -0.34 2.03  -0.616
5 C -0.20 0.56 -0.45  -0.057
6 C -1.50 -0.13 -0.77  -0.607
7 C -0.10 1.95 -1.07  -0.588
8 H 2.16 -2.10 -0.27  0.216
9 H 0.75 -2.17 -1.32  0.208
10 H 0.56 -2.20 0.42  0.205
11 H 1.95 0.25 -0.73  0.209
12 H 0.98 1.31 1.25  0.207
13 H -0.92 0.33 2.54  0.214
14 H 0.51 -0.70 2.77  0.212
15 H -0.80 -1.20 1.68  0.205
16 H -1.63 -0.23 -1.85  0.211
17 H -2.35 0.45 -0.38  0.209
18 H -1.57 -1.14 -0.34  0.211
19 H 0.84 2.44 -0.81  0.207
20 H -0.18 1.92 -2.17  0.205
21 H -0.92 2.57 -0.69  0.206

---

Model Q:
Formula: C7H14
Source: the OMol25 dataset
Level of theory: ωB97M-V/def2-TZVPD

Properties
Gap between HOMO and LUMO: 10.1073 eV
HOMO: -8.992 eV
E_LUMO: 1.11 eV
SMILES string: C=C[C@]1(C)C[C@H]1C.[H][H]
Net charge: 0

Each line ends with the natural charge from an NBO analysis.
Geometry (Å):
1 C 2.59 -0.05 -0.34  -0.425
2 C 1.38 -0.56 -0.57  -0.147
3 C 0.15 -0.31 0.24  -0.110
4 C 0.19 0.88 1.18  -0.608
5 C -0.53 -1.59 0.70  -0.406
6 C -1.16 -0.76 -0.38  -0.205
7 C -2.47 -0.07 -0.13  -0.607
8 H 2.78 0.62 0.49  0.195
9 H 3.44 -0.30 -0.97  0.203
10 H 1.25 -1.24 -1.41  0.196
11 H 0.67 1.74 0.69  0.218
12 H 0.75 0.66 2.09  0.212
13 H -0.81 1.20 1.48  0.215
14 H -0.07 -2.53 0.45  0.218
15 H -1.00 -1.56 1.68  0.213
16 H -1.06 -1.16 -1.39  0.211
17 H -2.58 0.22 0.92  0.204
18 H -2.58 0.84 -0.74  0.212
19 H -3.30 -0.74 -0.37  0.216
20 H 1.25 2.05 -1.76  0.005
21 H 0.96 2.68 -2.03  -0.010

---

Model R:
Formula: C7H14
Source: the OMol25 dataset
Level of theory: ωB97M-V/def2-TZVPD

Properties
Gap between HOMO and LUMO: 9.1067 eV
HOMO: -8.459 eV
E_LUMO: 0.65 eV
Net charge: 0

Each line ends with the natural charge from an NBO analysis.
Geometry (Å):
1 C 0.53 -1.23 0.96  -0.403
2 C 1.70 -0.42 0.40  -0.395
3 C 1.42 1.06 0.10  -0.385
4 C 0.27 1.29 -0.90  -0.466
5 C -1.09 0.99 -0.32  -0.271
6 C -1.57 -0.38 -0.31  -0.249
7 C -0.60 -1.52 -0.03  -0.474
8 H 0.11 -0.71 1.84  0.202
9 H 0.92 -2.19 1.32  0.210
10 H 2.05 -0.91 -0.52  0.191
11 H 2.54 -0.47 1.11  0.208
12 H 1.18 1.58 1.04  0.195
13 H 2.33 1.52 -0.29  0.209
14 H 0.28 2.35 -1.20  0.224
15 H 0.45 0.71 -1.81  0.197
16 H -1.30 1.64 0.52  0.203
17 H -2.64 1.20 -0.39  0.085
18 H -2.86 0.41 0.14  0.068
19 H -2.33 -0.70 -1.01  0.209
20 H -1.20 -2.36 0.33  0.229
21 H -0.17 -1.86 -0.99  0.214

---

Model S:
Formula: C7H14
Source: the OMol25 dataset
Level of theory: ωB97M-V/def2-TZVPD

Properties
Gap between HOMO and LUMO: 9.9825 eV
HOMO: -8.927 eV
E_LUMO: 1.06 eV
SMILES string: C[C@@H]1[C@H](C)C1(C)C
Net charge: 0

Each line ends with the natural charge from an NBO analysis.
Geometry (Å):
1 C -1.18 1.60 0.94  -0.628
2 C -0.33 1.17 -0.29  -0.216
3 C -0.57 -0.16 -0.92  -0.233
4 C -1.62 -1.14 -0.48  -0.612
5 C 0.75 -0.02 -0.23  -0.039
6 C 1.05 -0.40 1.22  -0.618
7 C 1.98 -0.49 -1.04  -0.598
8 H -1.72 2.54 0.78  0.219
9 H -0.56 1.75 1.83  0.210
10 H -1.96 0.87 1.22  0.207
11 H -0.12 2.01 -0.94  0.211
12 H -0.46 -0.12 -2.00  0.209
13 H -1.35 -2.12 -0.89  0.213
14 H -2.61 -0.86 -0.85  0.211
15 H -1.67 -1.23 0.61  0.204
16 H 1.50 0.51 1.64  0.212
17 H 1.79 -1.20 1.37  0.211
18 H 0.15 -0.63 1.78  0.209
19 H 2.03 -0.36 -2.13  0.210
20 H 2.98 -0.22 -0.63  0.208
21 H 1.79 -1.57 -0.91  0.210

---

Which is most stable, and by how much? model P, by 22.1 kcal/mol.

---

Model P:
Formula: C7H14
Source: the OMol25 dataset
Level of theory: ωB97M-V/def2-TZVPD

Properties
Gap between HOMO and LUMO: 10.7801 eV
HOMO: -9.653 eV
E_LUMO: 1.13 eV
SMILES string: CC[C@@]1(C)C[C@H]1C
Net charge: 0

Each line ends with the natural charge from an NBO analysis.
Geometry (Å):
1 C -1.00 1.76 0.84  -0.607
2 C -0.05 1.33 -0.28  -0.389
3 C -0.07 -0.16 -0.63  -0.054
4 C -1.25 -0.57 -1.48  -0.596
5 C 1.24 -0.83 -0.97  -0.418
6 C 0.52 -1.21 0.29  -0.222
7 C 1.13 -0.92 1.65  -0.608
8 H -0.99 2.85 0.97  0.208
9 H -2.04 1.46 0.62  0.202
10 H -0.72 1.32 1.81  0.204
11 H -0.32 1.85 -1.21  0.203
12 H 0.97 1.67 -0.04  0.202
13 H -1.25 -0.02 -2.44  0.206
14 H -2.22 -0.37 -1.00  0.207
15 H -1.23 -1.63 -1.73  0.208
16 H 1.26 -1.52 -1.81  0.211
17 H 2.16 -0.25 -0.86  0.209
18 H -0.01 -2.17 0.25  0.208
19 H 0.36 -0.87 2.43  0.208
20 H 1.69 0.02 1.66  0.206
21 H 1.82 -1.72 1.92  0.212

---

Model Q:
Formula: C7H14
Source: the OMol25 dataset
Level of theory: ωB97M-V/def2-TZVPD

Properties
Gap between HOMO and LUMO: 9.6585 eV
HOMO: -8.618 eV
E_LUMO: 1.04 eV
SMILES string: CC(C)=C1CC1.C
Net charge: 0

Each line ends with the natural charge from an NBO analysis.
Geometry (Å):
1 C 1.47 -0.95 0.52  -0.642
2 C 0.57 0.20 0.20  0.040
3 C 0.30 1.24 1.26  -0.642
4 C 0.10 0.37 -1.02  -0.045
5 C 0.33 0.11 -2.44  -0.435
6 C -0.40 1.37 -1.96  -0.439
7 H 1.22 -1.84 -0.06  0.225
8 H 2.50 -0.68 0.27  0.220
9 H 1.46 -1.22 1.58  0.211
10 H 0.34 0.84 2.27  0.211
11 H 1.06 2.02 1.17  0.219
12 H -0.68 1.72 1.11  0.225
13 H 1.36 0.21 -2.78  0.212
14 H -0.25 -0.62 -2.99  0.217
15 H -1.47 1.43 -2.19  0.217
16 H 0.11 2.33 -1.98  0.211
17 C -1.61 -1.31 1.40  -0.863
18 H -1.87 -2.34 1.23  0.210
19 H -0.85 -1.25 2.20  0.203
20 H -2.48 -0.74 1.71  0.210
21 H -1.24 -0.87 0.47  0.235

---

Model R:
Formula: C7H14
Source: the OMol25 dataset
Level of theory: ωB97M-V/def2-TZVPD

Properties
Gap between HOMO and LUMO: 10.3742 eV
HOMO: -9.340 eV
E_LUMO: 1.03 eV
SMILES string: C[C@@H]1[C@H](C)C1(C)C
Net charge: 0

Each line ends with the natural charge from an NBO analysis.
Geometry (Å):
1 C -0.67 1.80 0.87  -0.616
2 C -0.28 1.02 -0.37  -0.221
3 C -0.70 -0.34 -0.92  -0.210
4 C -1.79 -1.25 -0.38  -0.616
5 C 0.63 -0.18 -0.22  -0.062
6 C 0.74 -0.80 1.16  -0.612
7 C 1.94 -0.08 -0.96  -0.590
8 H -1.04 2.80 0.62  0.216
9 H 0.24 1.94 1.47  0.207
10 H -1.40 1.31 1.52  0.207
11 H 0.02 1.68 -1.18  0.206
12 H -0.63 -0.38 -2.01  0.209
13 H -1.43 -2.28 -0.28  0.210
14 H -2.64 -1.27 -1.07  0.216
15 H -2.17 -0.94 0.60  0.206
16 H 1.50 -0.29 1.77  0.209
17 H 1.03 -1.86 1.08  0.213
18 H -0.20 -0.77 1.72  0.213
19 H 1.80 0.40 -1.94  0.207
20 H 2.61 0.56 -0.38  0.204
21 H 2.44 -1.04 -1.11  0.204

---

Model S:
Formula: C7H14
Source: the OMol25 dataset
Level of theory: ωB97M-V/def2-TZVPD

Properties
Gap between HOMO and LUMO: 10.0509 eV
HOMO: -9.050 eV
E_LUMO: 1.00 eV
SMILES string: CC(C)(C)C1=CC1.[H][H]
Net charge: 0

Each line ends with the natural charge from an NBO analysis.
Geometry (Å):
1 C -0.61 1.71 0.30  -0.590
2 C -0.62 0.22 -0.07  -0.113
3 C -1.58 -0.02 -1.25  -0.588
4 C -1.05 -0.63 1.13  -0.594
5 C 0.74 -0.19 -0.52  0.060
6 C 1.89 0.07 -1.04  -0.202
7 C 1.62 -1.38 -0.77  -0.441
8 H 0.04 1.89 1.16  0.212
9 H -0.26 2.32 -0.54  0.212
10 H -1.62 2.05 0.57  0.208
11 H -2.61 0.26 -0.97  0.208
12 H -1.29 0.57 -2.12  0.213
13 H -1.59 -1.08 -1.53  0.213
14 H -0.40 -0.44 2.00  0.214
15 H -2.08 -0.38 1.42  0.208
16 H -1.00 -1.69 0.89  0.215
17 H 2.60 0.78 -1.45  0.223
18 H 2.11 -1.88 0.07  0.174
19 H 1.40 -2.06 -1.61  0.172
20 H 2.19 -0.30 2.44  -0.004
21 H 2.11 0.17 1.88  0.000

---

Which is most stable, and by how much? model P, by 4.6 kcal/mol.

---

Model P:
Formula: C9H17Cl11
Source: the OMol25 dataset
Level of theory: ωB97M-V/def2-TZVPD

Properties
Gap between HOMO and LUMO: 10.8694 eV
HOMO: -10.541 eV
E_LUMO: 0.33 eV
SMILES string: ClC(Cl)Cl.ClCCCl.ClCCCl.ClCCCl.ClCCCl
Net charge: 0

Each line ends with the natural charge from an NBO analysis.
Geometry (Å):
1 Cl 15.05 0.72 4.91  -0.008
2 C 13.34 0.24 5.13  -0.251
3 Cl 13.11 0.24 6.96  -0.019
4 Cl 13.10 -1.31 4.34  0.043
5 H 12.76 1.04 4.67  0.234
6 Cl -2.07 -2.62 13.14  -0.062
7 C -0.86 -2.11 14.40  -0.371
8 C 0.53 -2.65 13.99  -0.426
9 Cl 1.18 -1.89 12.60  -0.020
10 H -1.16 -2.49 15.38  0.221
11 H -0.74 -1.04 14.57  0.219
12 H 0.44 -3.72 13.80  0.219
13 H 1.27 -2.55 14.78  0.221
14 Cl 5.76 2.16 5.65  -0.042
15 C 6.04 0.96 6.87  -0.404
16 C 5.31 -0.34 6.49  -0.434
17 Cl 5.89 -0.99 5.04  -0.009
18 H 5.71 1.42 7.81  0.226
19 H 7.11 0.77 6.92  0.219
20 H 4.22 -0.29 6.51  0.223
21 H 5.55 -1.12 7.20  0.221
22 Cl 9.78 8.97 3.37  -0.123
23 C 10.57 7.28 2.96  -0.317
24 C 10.06 6.79 1.59  -0.374
25 Cl 10.80 5.16 1.16  -0.080
26 H 10.29 6.60 3.77  0.223
27 H 11.65 7.39 3.01  0.220
28 H 10.20 7.43 0.72  0.230
29 H 8.98 6.71 1.69  0.221
30 Cl 5.80 -7.59 8.63  -0.058
31 C 7.17 -8.52 9.33  -0.380
32 C 8.05 -7.67 10.32  -0.395
33 Cl 8.59 -6.23 9.45  -0.051
34 H 7.74 -8.95 8.50  0.219
35 H 6.76 -9.38 9.86  0.216
36 H 8.91 -8.26 10.63  0.226
37 H 7.39 -7.31 11.11  0.223

---

Model Q:
Formula: C9H17Cl11
Source: the OMol25 dataset
Level of theory: ωB97M-V/def2-TZVPD

Properties
Gap between HOMO and LUMO: 11.0539 eV
HOMO: -10.727 eV
E_LUMO: 0.33 eV
SMILES string: ClC(Cl)Cl.ClCCCl.ClCCCl.ClCCCl.ClCCCl
Net charge: 0

Each line ends with the natural charge from an NBO analysis.
Geometry (Å):
1 Cl -0.65 -0.93 -0.52  -0.006
2 C 0.66 -0.76 -1.73  -0.309
3 Cl 2.10 -0.01 -1.00  0.007
4 Cl 0.19 0.09 -3.16  0.053
5 H 0.92 -1.80 -2.00  0.246
6 Cl 1.89 -4.02 -2.23  -0.105
7 C 2.36 -3.98 -0.44  -0.353
8 C 3.83 -4.48 -0.32  -0.327
9 Cl 4.22 -4.24 1.49  -0.106
10 H 1.76 -4.72 0.16  0.227
11 H 2.16 -2.95 -0.20  0.229
12 H 4.58 -3.95 -0.87  0.227
13 H 3.86 -5.53 -0.47  0.219
14 Cl -1.30 5.42 2.47  -0.099
15 C -2.16 4.29 1.33  -0.367
16 C -2.84 5.03 0.17  -0.378
17 Cl -3.58 3.83 -0.95  -0.048
18 H -2.85 3.72 1.95  0.222
19 H -1.36 3.68 0.92  0.232
20 H -2.11 5.62 -0.31  0.214
21 H -3.59 5.67 0.66  0.220
22 Cl 2.67 6.08 -1.58  -0.044
23 C 1.67 5.84 -0.13  -0.405
24 C 1.72 4.41 0.40  -0.378
25 Cl 0.79 3.11 -0.44  -0.069
26 H 0.59 6.07 -0.36  0.219
27 H 1.88 6.58 0.66  0.235
28 H 1.55 4.34 1.41  0.222
29 H 2.79 4.13 0.20  0.223
30 Cl -4.12 -4.61 -0.87  -0.066
31 C -2.62 -5.20 -0.12  -0.389
32 C -2.56 -4.92 1.34  -0.381
33 Cl -3.69 -5.83 2.39  -0.061
34 H -1.82 -4.63 -0.67  0.232
35 H -2.56 -6.27 -0.35  0.226
36 H -2.77 -3.86 1.53  0.226
37 H -1.61 -5.19 1.66  0.213

---

Which is most stable, and by how much? model Q, by 10.6 kcal/mol.